{
  "formula": "C11H17F6N4O11S2",
  "method": "wB97M-V/def2-TZVPD",
  "species": ["N", "C", "C", "C", "C", "S", "O", "O", "N", "S", "O", "O", "C", "O", "C", "F", "F", "C", "F", "F", "C", "F", "F", "C", "O", "O", "H", "H", "H", "H", "H", "H", "H", "H", "H", "H", "H", "C", "N", "O", "O", "H", "H", "H", "C", "N", "O", "O", "H", "H", "H"],
  "coordinates": [[-2.830559, 3.289498, -1.193386], [-3.270259, 1.865037, -1.055456], [-3.212573, 1.189019, -2.516098], [-1.956245, 0.220233, -2.756066], [-0.535182, 0.970458, -2.821200], [0.420609, 0.961636, -1.241317], [1.713644, 1.730168, -1.532734], [-0.255136, 1.692208, -0.092376], [0.897234, -0.595517, -0.711714], [-0.036396, -1.119771, 0.612198], [0.280519, -2.604408, 0.793787], [-1.527622, -1.023645, 0.428940], [0.391646, -0.316348, 2.242878], [-0.397029, -0.541849, 3.202387], [1.687467, 0.597564, 2.549001], [2.518422, -0.174513, 3.470092], [2.510174, 0.785509, 1.392358], [1.348272, 1.960399, 3.312031], [0.736402, 1.753466, 4.597211], [0.389245, 2.742120, 2.580316], [2.600690, 2.926001, 3.564314], [2.121862, 3.975475, 4.439314], [3.664678, 2.307362, 4.295532], [3.156542, 3.665640, 2.255567], [4.388679, 3.567901, 2.008925], [2.382858, 4.452066, 1.366858], [-3.548137, 3.881730, -0.758454], [-1.909335, 3.466092, -0.771177], [-4.392121, 1.896004, -0.762791], [-2.742575, 1.275391, -0.233603], [-3.189153, 2.037945, -3.292264], [-4.188920, 0.574336, -2.626029], [-1.997223, -0.651552, -2.016603], [-2.111035, -0.251649, -3.798182], [0.101556, 0.382507, -3.588960], [-0.714505, 2.002592, -3.272005], [2.557420, 4.053913, 0.470598], [2.329303, -3.412268, 3.615429], [3.186779, -4.624541, 3.542974], [3.333551, -5.271832, 4.569936], [3.682847, -4.885570, 2.460057], [1.959005, -3.308587, 4.633838], [2.940936, -2.555232, 3.337601], [1.502286, -3.549809, 2.917720], [-1.927697, -4.250046, -4.950021], [-2.092060, -2.811465, -4.615917], [-3.136491, -2.272844, -4.951490], [-1.168505, -2.275178, -4.029378], [-2.821460, -4.594435, -5.467410], [-1.051616, -4.340297, -5.591009], [-1.790793, -4.790916, -4.014222]],
  "forces_ev_per_a": [[-0.3, -0.2, 0.7], [-1.2, 0.0, -0.6], [0.2, -0.5, 0.7], [-0.9, 0.0, -0.7], [-1.1, -1.6, -1.2], [3.8, 3.4, 3.0], [-3.0, -2.3, -0.4], [0.1, -1.8, -2.4], [-2.4, 1.2, 1.2], [-2.5, -4.6, -3.8], [0.6, 4.1, 0.4], [3.3, 1.1, 0.9], [-2.6, 0.0, 4.0], [3.7, 1.0, -4.1], [1.8, -1.5, -0.3], [-1.8, 1.7, -1.8], [-2.1, 0.1, 3.0], [-1.8, 1.6, 0.9], [1.6, -0.1, -3.1], [2.4, -2.1, 1.5], [0.1, 1.5, 1.8], [0.9, -2.1, -1.8], [-2.7, 1.3, -2.2], [4.8, 0.5, -2.4], [-4.8, -0.1, 1.5], [0.4, -2.5, 1.6], [0.9, -0.2, -0.1], [-0.7, -0.3, 0.0], [1.7, -0.1, -0.4], [-0.4, 0.7, -1.3], [-0.2, -1.3, 1.2], [1.7, 0.8, -0.1], [0.4, 1.3, -0.9], [0.3, 0.9, 1.8], [-0.7, 0.9, 1.6], [0.7, -1.1, 1.3], [-0.1, 0.5, 0.9], [-0.3, 0.1, 0.2], [0.1, -0.1, -0.1], [0.1, 0.1, -0.5], [-0.2, 0.0, 0.7], [0.1, -0.1, -0.1], [-0.1, -0.2, -0.1], [0.2, 0.1, -0.1], [-0.2, -0.3, -0.1], [0.1, 0.3, 0.2], [0.5, -0.1, 0.1], [-0.4, -0.6, -0.6], [0.1, 0.2, 0.1], [0.0, 0.0, 0.2], [0.1, 0.1, -0.1]],
  "lowdin_charge": [-0.04, -0.27, -0.20, -0.24, -0.23, 0.64, -0.43, -0.42, -0.32, 0.65, -0.38, -0.36, -0.24, 0.09, -0.20, 0.03, 0.07, -0.20, 0.08, 0.08, -0.19, 0.05, 0.08, -0.28, 0.10, 0.07, 0.05, 0.05, 0.11, 0.10, 0.10, 0.11, 0.10, 0.08, 0.11, 0.12, 0.15, 0.04, -0.45, 0.04, 0.06, 0.10, 0.09, 0.09, 0.04, -0.43, 0.06, 0.06, 0.09, 0.10, 0.10],
  "charge": -1,
  "orbital_gap_ha": 0.294,
  "homo_ev": -6.5,
  "spin_multiplicity": 1,
  "max_force_ev_per_a": 6.46,
  "e_above_lowest_kcal_mol": 122.3
}